Entry 1:
ORCA calculation (wB97M-V/def2-TZVPD) on a structure of composition C19H19BrIrN6O2P.

Structure (ORCA input):
```
! wB97M-V def2-TZVPD RIJCOSX def2/J DEFGRID3
* xyz 2 1
Ir -0.3429 0.4185 0.3788
C 4.5433 -1.7310 -1.2153
N 3.5906 -0.9521 -0.4336
C 3.8953 -0.2449 0.6947
C 2.7405 0.3398 1.1244
N 1.7495 -0.0091 0.2581
C 2.2751 -0.7983 -0.6785
P 1.3736 -1.5676 -2.0649
C 0.4547 -0.0795 -2.5683
N -0.2278 0.7521 -1.7835
C -0.7554 1.7257 -2.5711
C -0.3846 1.4792 -3.8629
N 0.3731 0.3458 -3.8482
C 0.9812 -0.2827 -5.0152
C 0.0580 -2.2867 -1.0262
N -0.6732 -1.6348 -0.1226
C -1.5258 -2.5252 0.4558
C -1.3113 -3.7428 -0.1199
N -0.3199 -3.5793 -1.0454
C 0.2183 -4.6382 -1.8907
H 5.5294 -1.6266 -0.7731
H 4.2704 -2.7846 -1.2132
H 4.5834 -1.3726 -2.2419
H 4.8874 -0.2136 1.1102
H 2.5690 0.9756 1.9760
H -1.3560 2.5282 -2.1778
H -0.6060 2.0237 -4.7642
H 0.7318 0.2999 -5.8967
H 2.0639 -0.3162 -4.9103
H 0.6035 -1.2952 -5.1443
H -2.2246 -2.2430 1.2246
H -1.7795 -4.6933 0.0677
H -0.3196 -5.5589 -1.6861
H 0.0953 -4.3906 -2.9431
H 1.2742 -4.7974 -1.6802
Br -2.6939 2.2944 7.3071
C -2.8100 2.8939 5.5144
C -3.5313 4.0453 5.2166
C -3.6124 4.4793 3.9011
C -2.9833 3.7769 2.8881
C -2.2641 2.6249 3.2011
C -2.1735 2.1767 4.5186
C -1.5806 1.8481 2.1582
O -1.6086 2.1826 0.9271
O -0.9265 0.7959 2.4612
H -4.0207 4.5898 6.0118
H -4.1738 5.3748 3.6736
H -3.0437 4.1109 1.8613
H -1.6125 1.2823 4.7465
*
```

Properties
- Highest occupied orbital energy: -13.27 eV
- E: -115203.3795 eV
- Relative energy (zero: lowest compared OMol25 entry of this formula, charge and spin): 26.7 kcal/mol



Entry 2:
ORCA calculation (wB97M-V/def2-TZVPD) on a structure of composition C39H63BeCl2FLi2N4O9.

Structure (ORCA input):
```
! wB97M-V def2-TZVPD RIJCOSX def2/J DEFGRID3
* xyz 2 1
O 3.0393 -4.2100 4.5388
C 3.5477 -3.7405 3.3959
N 4.2453 -4.4975 2.2474
C 4.9134 -3.5803 1.2257
O 5.8455 -4.0250 0.3561
C 4.3644 -2.0475 1.4157
C 4.5365 -0.6844 0.5213
C 3.7951 0.6979 1.1021
C 3.9464 2.0379 0.1704
C 2.8117 3.2156 0.5060
C 1.4595 2.9937 -0.3910
C 0.2225 4.0159 -0.0611
C 0.1555 4.5601 1.4827
C -1.4167 4.8528 1.8532
C -1.8711 4.3963 3.3606
C -1.4962 2.8522 3.7640
C -2.7874 1.8392 3.8910
C -2.3368 0.3719 3.2273
C -3.7020 -0.3964 2.7428
C -3.4622 -1.5535 1.5887
N -3.1676 -0.9843 0.2150
C -3.2693 0.4544 -0.2850
C -2.7530 0.4140 -1.8731
C -2.3954 -1.1819 -2.2045
C -2.7041 -2.0119 -0.8044
C 2.9995 0.5807 2.5308
C 2.8490 -0.8364 3.4059
C 3.5356 -2.2053 2.8211
H 3.4422 -4.9188 1.7054
H 5.1555 -0.7200 -0.4750
H 5.0479 2.4734 0.1246
H 3.7006 1.6938 -0.9461
H 3.2906 4.2714 0.2315
H 2.6516 3.2259 1.6647
H 1.7725 3.2087 -1.5227
H 1.1153 1.8546 -0.3889
H 0.1669 4.9557 -0.7874
H -0.7890 3.4139 -0.2599
H 0.6632 3.8713 2.2805
H 0.7507 5.5944 1.5174
H -1.5551 6.0360 1.8021
H -2.1906 4.4114 1.0865
H -3.0434 4.5279 3.4635
H -1.3965 5.1240 4.1676
H -0.9320 2.8452 4.8139
H -0.7699 2.3832 2.9752
H -2.9852 1.6618 5.0377
H -3.7813 2.2524 3.4320
H -1.6477 0.5011 2.2800
H -1.7766 -0.2783 4.0515
H -4.1788 -0.9264 3.6892
H -4.5016 0.3855 2.3675
H -2.5364 -2.1998 1.9349
H -4.4013 -2.2771 1.5405
H -3.6315 1.3803 0.3515
H -2.6878 1.3351 -2.6234
H -2.0015 -1.5988 -3.2281
H -2.5771 -3.1842 -0.6555
H 2.4891 1.5189 3.0101
H 2.2640 -0.9036 4.4173
C -1.9954 6.3326 -2.4567
O -1.8483 7.4663 -2.8866
O -2.0982 6.0313 -1.2620
O -2.0645 5.3111 -3.1498
C 5.0951 -3.6170 -2.5865
C 4.0418 -2.7977 -3.2660
O 4.0431 -1.5874 -3.3627
N 2.8785 -3.3484 -3.8440
C 2.7949 -4.7828 -4.1138
H 5.9358 -2.9733 -2.3143
H 4.6806 -4.0638 -1.6793
H 5.4612 -4.3969 -3.2579
H 2.1247 -3.0209 -3.2274
H 2.7252 -2.7481 -4.6648
H 1.8328 -4.9732 -4.5950
H 2.8556 -5.3267 -3.1681
H 3.6100 -5.0611 -4.7868
C -3.9746 2.1492 -5.2849
O -3.3803 0.8926 -5.5904
C -4.3406 -0.1689 -5.6064
C -4.7139 -0.5587 -7.0394
O -5.4421 0.4886 -7.6882
C -4.6322 1.2245 -8.5981
H -3.2368 2.9336 -5.4798
H -4.8571 2.3424 -5.9008
H -4.2470 2.1820 -4.2240
H -5.2323 0.0998 -5.0269
H -3.8701 -1.0301 -5.1197
H -5.3741 -1.4315 -7.0060
H -3.8233 -0.8332 -7.6175
H -4.4246 0.6163 -9.4843
H -3.6918 1.5423 -8.1381
H -5.1848 2.1148 -8.9067
Li -5.0421 -3.1262 0.1287
N 6.2255 1.1954 5.2658
C 7.1279 1.0084 6.2803
C 7.4002 -0.3388 6.3647
C 6.6396 -0.9864 5.3619
C 5.9259 -0.0149 4.6965
H 5.8414 2.0871 4.9811
H 7.4969 1.8474 6.8548
H 8.0747 -0.8048 7.0713
H 6.6157 -2.0470 5.1477
H 5.2313 -0.0812 3.8698
F 7.8579 -2.9058 4.0317
Li 0.9579 -1.8086 -2.5997
Be -6.2421 2.0659 -6.2280
C -2.7624 4.9136 7.1991
Cl -3.7484 3.7352 6.3249
Cl -2.8495 6.5062 6.4366
H -3.1272 4.9905 8.2263
H -1.7231 4.5764 7.2010
C -2.9972 -7.7133 -1.9968
C -2.7014 -6.3289 -1.4583
O -3.1357 -6.2299 -0.1100
H -4.0697 -7.9270 -1.9410
H -2.6725 -7.8047 -3.0372
H -2.4888 -8.4779 -1.4003
H -3.2288 -5.5697 -2.0436
H -1.6295 -6.1128 -1.4987
H -2.6554 -6.9024 0.4028
*
```

Properties
- Highest occupied orbital energy: -9.65 eV
- E: -94374.0794 eV
- Relative energy (zero: lowest compared OMol25 entry of this formula, charge and spin): 245.4 kcal/mol



Entry 3:
ORCA calculation (wB97M-V/def2-TZVPD) on a cluster of 2 separate species, C10H16 in total.

Structure (ORCA input):
```
! wB97M-V def2-TZVPD RIJCOSX def2/J DEFGRID3
* xyz 0 1
C 0.7516 2.3160 -1.1166
C 0.0607 1.2796 -0.2548
C 0.5252 -0.1311 -0.5327
C 1.0966 -0.9841 0.4033
C 1.3984 -2.3352 0.1783
C 1.2844 -2.8155 -1.1124
C 0.8137 -1.9388 -2.0960
C 0.4369 -0.6395 -1.8553
H 1.7872 2.4041 -0.7899
H 0.2453 3.2822 -1.0101
H 0.7558 2.2103 -2.2011
H 0.1432 1.5231 0.8017
H -1.0236 1.3230 -0.4085
H 1.0055 -0.6290 1.4304
H 1.6680 -2.9045 1.0555
H 1.5294 -3.8394 -1.3550
H 0.6257 -2.3263 -3.0934
H 0.2204 0.0797 -2.6309
C -2.8298 1.0352 2.8114
C -2.2102 2.3489 2.2854
H -3.9036 1.1406 2.6098
H -2.5035 0.1716 2.2439
H -2.8081 0.8880 3.8874
H -1.2036 2.5084 2.6738
H -2.7671 3.2242 2.6120
H -2.1523 2.2279 1.2108
*
```

Properties
- Highest occupied orbital energy: -9.00 eV
- E: -10629.0689 eV
- Relative energy (zero: lowest compared OMol25 entry of this formula, charge and spin): 15.6 kcal/mol



Entry 4:
ORCA calculation (wB97M-V/def2-TZVPD) on the ion C9H9ClNO with charge +1.

Structure (ORCA input):
```
! wB97M-V def2-TZVPD RIJCOSX def2/J DEFGRID3
* xyz 1 3
C 1.9014 -1.4711 0.0905
C 1.1997 -2.5845 -0.2427
C 1.3289 -0.2432 0.2948
C -0.1351 -2.6592 -0.2761
C -0.1142 -0.2293 0.3773
C -0.8238 -1.4682 0.0011
C -2.7446 -0.2657 -0.1664
C 0.5292 2.5402 -0.5911
C -0.4495 2.1471 0.5925
N -0.8596 0.8137 0.7145
O -2.1486 -1.3884 -0.1525
Cl -4.3471 -0.1515 0.2608
H 3.0392 -1.5078 0.1284
H 1.7639 -3.4663 -0.6357
H 1.8744 0.6261 0.4682
H -0.7398 -3.5202 -0.5071
H 0.8242 1.5610 -1.0705
H 1.4214 2.9710 -0.1424
H 0.0250 3.2625 -1.3073
H -1.4806 2.6381 0.6268
H -0.0647 2.3957 1.5372
*
```

Properties
- Highest occupied orbital energy (spin up / spin down): -12.30 / -13.83 eV
- E: -25526.3400 eV



Entry 5:
ORCA calculation (wB97M-V/def2-TZVPD) on the ion C4H12NSi with charge +1.

Structure (ORCA input):
```
! wB97M-V def2-TZVPD RIJCOSX def2/J DEFGRID3
* xyz 1 1
C 1.5698 -0.2961 1.7946
Si -0.3014 -0.3625 1.1569
C -0.6379 1.2019 0.2118
C -0.0785 1.0377 -1.2157
N -0.8399 -0.2644 -1.6233
C -0.3056 -1.3384 -0.5900
H 1.4612 -0.1108 2.8298
H 1.8805 -1.2861 1.6855
H 2.2313 0.3230 1.1775
H -1.2424 -0.6159 2.1974
H -0.0561 1.9834 0.8189
H -1.6830 1.3337 0.3135
H -0.4480 1.8013 -1.8843
H 0.9982 0.9702 -1.1447
H -1.8371 -0.1908 -1.4654
H -0.5887 -0.3924 -2.6269
H -0.8674 -2.2430 -0.6427
H 0.7449 -1.5510 -0.9929
*
```

Properties
- Highest occupied orbital energy: -14.49 eV
- E: -13703.0067 eV
- Relative energy (zero: lowest compared OMol25 entry of this formula, charge and spin): 0.0 kcal/mol



Entry 6:
ORCA calculation (wB97M-V/def2-TZVPD) on a structure of composition C42H55F5N2O6SeTaTe.

Structure (ORCA input):
```
! wB97M-V def2-TZVPD RIJCOSX def2/J DEFGRID3
* xyz 1 1
Ta 1.2075 -0.2809 1.4226
C -3.9885 -1.1478 -4.1522
C -2.8628 -0.1750 -4.5028
C -2.1369 -0.7011 -5.7488
C -3.4839 1.1946 -4.8101
C -1.8572 -0.0289 -3.3637
C -1.9766 -0.7146 -2.1645
C -1.0153 -0.5421 -1.1826
Se -1.1999 -1.4370 0.5048
C -2.2731 -0.1038 1.3466
C -3.6365 -0.0188 1.1483
C -4.3399 1.0520 1.6878
C -3.6245 1.9927 2.4261
C -2.2504 1.9307 2.6604
C -1.5849 0.8426 2.0924
O -0.2332 0.7007 2.2165
C -1.5055 3.0073 3.4508
C -0.5307 3.7399 2.5150
C -2.4713 4.0433 4.0320
C -0.7373 2.3799 4.6254
C -5.8430 1.1643 1.4371
C -6.4489 2.4027 2.0973
C -6.0915 1.2518 -0.0760
C -6.5450 -0.0794 1.9988
C 0.0822 0.2861 -1.3621
O 1.0410 0.3356 -0.4049
C 0.2189 1.0199 -2.5478
C -0.7619 0.8257 -3.5137
C 1.4329 1.9212 -2.7804
C 1.6324 2.8991 -1.6108
C 1.2804 2.7595 -4.0525
C 2.6706 1.0221 -2.9343
H -4.6724 -1.2298 -4.9972
H -3.6091 -2.1490 -3.9377
H -4.5680 -0.8030 -3.2932
H -2.8427 -0.8240 -6.5717
H -1.3556 -0.0163 -6.0806
H -1.6769 -1.6713 -5.5486
H -4.2343 1.0983 -5.5963
H -3.9681 1.6088 -3.9240
H -2.7354 1.9106 -5.1516
H -2.8084 -1.3815 -1.9854
H -4.1419 -0.7725 0.5581
H -4.1653 2.8252 2.8452
H -1.0752 4.2723 1.7327
H 0.0423 4.4725 3.0863
H 0.1769 3.0581 2.0463
H -3.0053 4.5902 3.2531
H -3.2013 3.5877 4.7036
H -1.9011 4.7714 4.6092
H 0.0757 1.7381 4.2937
H -0.3059 3.1731 5.2377
H -1.4073 1.7952 5.2589
H -6.0164 3.3251 1.7056
H -7.5202 2.4301 1.8962
H -6.3180 2.3897 3.1806
H -5.5880 2.1208 -0.5035
H -5.7329 0.3622 -0.5966
H -7.1606 1.3437 -0.2749
H -6.3736 -0.1725 3.0723
H -7.6208 -0.0095 1.8300
H -6.1933 -0.9943 1.5199
H -0.6748 1.3721 -4.4410
H 0.7311 3.4933 -1.4465
H 1.8811 2.3970 -0.6792
H 2.4427 3.5880 -1.8556
H 0.3684 3.3584 -4.0335
H 2.1253 3.4441 -4.1320
H 1.2764 2.1453 -4.9545
H 2.7721 0.3466 -2.0837
H 2.5970 0.4178 -3.8408
H 3.5731 1.6336 -3.0072
O 2.1833 -4.2691 1.3684
C 1.8829 -3.3805 0.6143
O 1.7942 -2.1149 0.9971
C 1.5218 -3.6200 -0.8250
C 1.6505 -4.8931 -1.3609
C 1.2890 -5.0772 -2.6865
C 0.8080 -3.9942 -3.4049
C 0.7077 -2.7624 -2.7703
N 1.0635 -2.5732 -1.5054
H 2.0171 -5.7003 -0.7434
H 1.3737 -6.0511 -3.1493
H 0.5082 -4.0971 -4.4387
H 0.3221 -1.8923 -3.2928
O 3.9223 -0.0887 0.8349
C 5.1311 0.2212 0.0808
C 6.2486 -0.6818 0.5508
C 5.7620 -2.1298 0.6408
C 5.2582 -2.7810 1.9113
C 5.6327 -4.1098 2.0796
C 5.0592 -4.9113 3.0472
C 4.0532 -4.3851 3.8296
C 3.7395 -3.0573 3.6700
N 4.3594 -2.2577 2.7798
H 3.6060 0.7849 1.1367
H 5.3545 1.2772 0.2083
H 4.8925 0.0198 -0.9645
H 6.6924 -0.3294 1.4784
H 7.0325 -0.6428 -0.2073
H 6.5691 -2.7807 0.3106
H 4.9583 -2.2722 -0.0928
H 6.3718 -4.5223 1.4083
H 5.3771 -5.9387 3.1625
H 3.5204 -4.9693 4.5641
H 2.9821 -2.5972 4.2790
F 3.5966 1.2856 4.5633
Te 4.0834 -0.1245 3.4546
F 5.9330 -0.3990 3.5821
F 4.7498 1.3842 2.5307
F 4.1748 -0.9762 5.1190
F 2.1593 1.3975 1.6500
O 2.3015 -0.5783 3.2402
*
```

Properties
- Highest occupied orbital energy: -10.83 eV
- E: -147490.1882 eV
- Relative energy (zero: lowest compared OMol25 entry of this formula, charge and spin): 2.3 kcal/mol



Entry 7:
ORCA calculation (wB97M-V/def2-TZVPD) on a cluster of 2 separate species, C7H13N2O in total.

Structure (ORCA input):
```
! wB97M-V def2-TZVPD RIJCOSX def2/J DEFGRID3
* xyz 1 1
C 0.9172 0.2489 -1.3862
C 0.2201 0.4334 -0.1998
C 2.3503 0.1216 0.2672
C 3.6825 0.1793 0.9949
C -1.7254 0.7747 1.6922
C -2.7300 -0.7413 -1.4550
C -1.8616 0.5989 0.2581
N 2.2041 0.0315 -1.0707
N 1.0910 0.3082 0.7924
O -2.3270 -0.5732 -0.1168
H 0.5817 -0.0940 -2.3634
H 3.5260 -0.1774 2.0372
H 4.4222 -0.3807 0.4682
H 3.9736 1.2766 0.8823
H -0.6376 1.0464 1.9665
H -1.8420 -0.2061 2.0983
H -2.4439 1.5256 2.1056
H -3.6173 -0.1051 -1.7366
H -2.9558 -1.8695 -1.6249
H -1.8733 -0.4481 -2.1215
H -2.0060 1.6013 -0.2334
H 2.9149 0.0243 -1.7850
H 0.7987 0.1283 1.7981
*
```

Properties
- Highest occupied orbital energy: -12.82 eV
- E: -12488.4802 eV
- Relative energy (zero: lowest compared OMol25 entry of this formula, charge and spin): 82.0 kcal/mol



Entry 8:
ORCA calculation (wB97M-V/def2-TZVPD) on a cluster of 2 separate species, C5H14 in total.

Structure (ORCA input):
```
! wB97M-V def2-TZVPD RIJCOSX def2/J DEFGRID3
* xyz 0 1
C -0.1169 -1.9623 -2.3259
C -0.4558 -0.5921 -1.7727
C 0.4624 0.5686 -2.1135
H 0.8132 -2.3226 -1.8626
H -0.9604 -2.6172 -2.1404
H 0.1071 -2.0099 -3.3885
H -1.5080 -0.4139 -2.0892
H -0.6217 -0.6568 -0.6900
H 0.0552 1.4862 -1.6815
H 1.4259 0.3501 -1.6148
H 0.6631 0.7366 -3.1646
C 0.7822 0.8099 3.0475
C -0.7091 1.0974 2.9571
H 1.0917 0.8380 4.0960
H 1.0031 -0.2604 2.8640
H 1.4129 1.4177 2.4102
H -1.3710 0.6752 3.7031
H -0.8570 2.2026 3.1369
H -1.0280 1.1216 1.9218
*
```

Properties
- Highest occupied orbital energy: -11.03 eV
- E: -5411.5195 eV
- Relative energy (zero: lowest compared OMol25 entry of this formula, charge and spin): 12.2 kcal/mol